Below is 8 unconnected molecules or ions with the total composition C36H73O17S7 at a distorted geometry, with properties calculated with ωB97M-V/def2-TZVPD.

Cartesian coordinates (Å):
C  5.32000  -0.91094  0.94824
C  6.56296  -0.04205  0.80010
O  6.19506  1.21536  0.09856
C  5.83554  2.23257  0.96962
C  4.76819  3.10932  0.31755
O  3.47200  2.56801  0.52473
C  2.66186  3.32277  1.38784
C  1.71208  2.50936  2.23931
O  0.86098  1.64994  1.52443
C  1.43929  0.36976  1.24083
C  1.42428  0.10989  -0.25710
H  4.56193  -0.49230  0.27299
H  4.91714  -0.73029  1.95544
H  6.93959  0.15262  1.80679
H  7.30042  -0.52168  0.15363
H  5.38687  1.81448  1.87970
H  6.68118  2.89808  1.22270
H  4.85787  4.12564  0.71710
H  4.98028  3.15318  -0.75220
H  2.06715  4.01868  0.77603
H  3.25435  3.93943  2.07562
H  1.06547  3.25095  2.72769
H  2.21048  1.97197  3.05308
H  0.92993  -0.42482  1.79823
H  2.48173  0.38030  1.56292
H  0.37950  -0.03272  -0.54213
H  2.07295  -0.71042  -0.52188
H  1.78130  1.02892  -0.71946
C  -4.58077  2.65320  0.93661
C  -4.67508  2.58822  2.46719
C  -3.86855  1.36630  2.92624
S  -2.58234  1.11423  1.68160
O  -2.82933  -0.14574  1.01882
O  -1.29491  1.43022  2.23067
C  -3.10872  2.44111  0.60140
H  -4.94240  3.59911  0.55015
H  -5.18018  1.85664  0.49554
H  -4.24457  3.49545  2.89714
H  -5.70977  2.52599  2.80524
H  -3.39457  1.52608  3.89138
H  -4.48230  0.46765  2.95919
H  -2.93963  2.15545  -0.43403
H  -2.51369  3.31921  0.85083
C  8.06462  -2.40575  6.41514
C  8.47930  -0.94860  6.66712
C  8.31677  -0.18952  5.34364
S  7.01434  -1.04223  4.43007
O  7.59593  -1.62988  3.26172
O  5.84844  -0.20493  4.38035
C  6.75278  -2.33987  5.63942
H  7.94992  -2.96057  7.34654
H  8.82695  -2.90711  5.81470
H  7.82587  -0.51185  7.42588
H  9.50247  -0.87768  7.03685
H  8.02036  0.84460  5.49972
H  9.22290  -0.22993  4.74269
H  6.50334  -3.26524  5.12659
H  5.92917  -2.03159  6.28323
C  -9.70825  3.95614  -1.65268
C  -9.09522  4.27573  -3.02042
C  -7.63712  4.69154  -2.78650
S  -7.11148  3.85039  -1.28696
O  -6.84897  4.83997  -0.26971
O  -6.14918  2.83568  -1.62535
C  -8.68564  3.07601  -0.93605
H  -10.66925  3.45579  -1.74790
H  -9.86476  4.87707  -1.09419
H  -9.12653  3.38434  -3.65092
H  -9.64948  5.05897  -3.53292
H  -6.98766  4.39137  -3.60487
H  -7.54675  5.76282  -2.61469
H  -8.83470  3.02556  0.14013
H  -8.66056  2.07206  -1.35918
C  -1.23089  -4.52883  0.51037
C  -0.33020  -5.76639  0.36422
C  1.00222  -5.29239  -0.22828
S  1.20753  -3.58892  0.29198
O  1.15458  -2.75758  -0.88324
O  2.27625  -3.50872  1.24453
C  -0.35874  -3.44960  1.14994
H  -2.11296  -4.73787  1.11535
H  -1.56775  -4.19903  -0.47505
H  -0.15936  -6.20905  1.34747
H  -0.78723  -6.53147  -0.26250
H  1.84104  -5.87631  0.14172
H  0.98687  -5.31162  -1.31679
H  -0.75522  -2.44231  1.02998
H  -0.17577  -3.65854  2.20354
C  5.27384  -8.31851  -2.01095
C  4.05075  -8.35664  -2.93398
C  3.02098  -9.30473  -2.29784
S  3.31815  -9.24617  -0.52359
O  3.77180  -10.54350  -0.08338
O  2.21866  -8.57390  0.12624
C  4.72399  -8.13860  -0.60014
H  5.95552  -7.51249  -2.27863
H  5.81995  -9.26290  -2.08028
H  3.62934  -7.35326  -3.01517
H  4.31354  -8.68232  -3.93923
H  1.99925  -8.99003  -2.49555
H  3.16211  -10.33358  -2.62396
H  5.43423  -8.39967  0.18045
H  4.35510  -7.12404  -0.44865
C  -10.37503  9.01843  -2.85777
C  -11.50803  9.24803  -3.86769
C  -12.41154  8.00834  -3.83341
S  -12.25769  7.32198  -2.17720
O  -11.62738  6.02710  -2.27030
O  -13.49184  7.50538  -1.46128
C  -11.04566  8.50105  -1.58916
H  -9.81193  9.93023  -2.66645
H  -9.68119  8.26864  -3.24522
H  -12.08149  10.13004  -3.57653
H  -11.12431  9.42467  -4.87125
H  -13.45416  8.25410  -4.01685
H  -12.08039  7.24945  -4.53987
H  -10.35925  8.00721  -0.90479
H  -11.58343  9.29555  -1.07300
C  4.34847  -1.86271  -4.07823
C  4.17176  -1.76712  -2.55542
C  4.81051  -3.00984  -1.93789
S  6.10452  -3.52295  -3.06466
O  5.75949  -4.82034  -3.63108
O  7.40399  -3.29738  -2.48084
C  5.79965  -2.26330  -4.30619
H  4.11099  -0.92133  -4.57579
H  3.68431  -2.63436  -4.47926
H  4.67676  -0.87624  -2.17847
H  3.12313  -1.69065  -2.27768
H  5.24454  -2.78888  -0.93858
H  4.09975  -3.83404  -1.86076
H  5.98902  -2.67000  -5.29857
H  6.47772  -1.43453  -4.10416

Max |F| ... 2.11 eV/A
Lowest unoccupied orbital energy ... 1.1159 eV
Kohn-Sham gap ... 0.0772 hartree
Total charge ... -1

=====

Below is a molecular structure, C36H74HgN4O4 at a distorted geometry, with properties calculated with ωB97M-V/def2-TZVPD.

Cartesian coordinates (Å):
Hg  -0.49210  -0.16178  -0.55819
C  -3.58123  -2.43162  -6.64483
C  -2.72360  -2.94652  -5.43762
C  -2.74675  -4.51795  -5.43820
C  -1.76518  -5.13644  -6.42319
C  -0.34865  -4.57743  -6.18517
C  -0.22619  -3.03395  -6.19571
N  -1.31491  -2.45571  -5.26341
O  -1.14423  -1.01763  -4.99071
C  -0.22316  -2.45446  -7.66771
C  1.16514  -2.77957  -5.57880
C  -3.61042  -2.59240  -4.17309
H  -3.33569  -1.38438  -6.46845
H  -4.61567  -2.72309  -6.82672
H  -3.04753  -2.76881  -7.53341
H  -3.76453  -4.81131  -5.69546
H  -2.58068  -4.95221  -4.45233
H  -2.21100  -4.95865  -7.40183
H  -1.76678  -6.21618  -6.27400
H  0.34017  -4.90658  -6.96318
H  0.05348  -4.83568  -5.20553
H  -1.09764  -1.82621  -7.83705
H  -0.28769  -3.18747  -8.47186
H  0.49950  -1.63873  -7.68867
H  1.44829  -1.73900  -5.73738
H  1.91997  -3.25037  -6.20863
H  1.36850  -3.24027  -4.61210
H  -3.73374  -1.52731  -3.97690
H  -3.20675  -3.11772  -3.30753
H  -4.62797  -2.96770  -4.28192
C  0.33445  -5.09988  1.30699
C  -0.20199  -5.66397  2.66123
C  0.97196  -6.49562  3.41080
C  0.60461  -6.83407  4.86977
C  0.39232  -5.56406  5.68002
C  -0.78858  -4.72884  5.09730
N  -0.65006  -4.49943  3.57220
O  -1.61669  -3.50970  2.97337
C  -0.87084  -3.38818  5.85368
C  -2.05765  -5.52714  5.48363
C  -1.35527  -6.68799  2.27418
H  -0.48588  -4.68530  0.72109
H  0.99728  -5.82224  0.83061
H  0.97543  -4.27288  1.61248
H  1.89636  -5.95801  3.19968
H  0.93559  -7.39658  2.79841
H  1.42490  -7.40118  5.30978
H  -0.24194  -7.51319  4.97105
H  1.30493  -4.97524  5.77231
H  0.14668  -5.89597  6.68878
H  -1.68874  -2.69020  5.67488
H  -0.11059  -2.64789  5.60446
H  -0.86256  -3.60557  6.92174
H  -2.00874  -5.82688  6.53047
H  -2.20732  -6.53919  5.10753
H  -2.90987  -4.90401  5.21247
H  -0.85575  -7.32282  1.54236
H  -2.02511  -6.01167  1.74314
H  -1.95224  -6.99459  3.13308
C  -1.14435  3.96121  2.97622
C  -2.55034  4.64660  2.81918
C  -2.25515  6.15656  3.12672
C  -3.09777  7.27541  2.63914
C  -3.35817  7.06269  1.08597
C  -3.83455  5.65640  0.72881
N  -2.95272  4.57678  1.32074
O  -3.33653  3.32058  0.93328
C  -5.28410  5.55944  1.21424
C  -3.82576  5.63749  -0.82900
C  -3.52400  4.02817  3.80998
H  -1.18187  2.88369  2.81604
H  -0.81674  4.19267  3.98973
H  -0.37452  4.36294  2.31737
H  -2.27772  6.30448  4.20640
H  -1.21851  6.40198  2.89598
H  -2.56278  8.19554  2.87418
H  -3.94331  7.62809  3.22971
H  -2.48009  7.43132  0.55570
H  -4.08118  7.83225  0.81553
H  -5.98066  6.34244  0.91455
H  -5.82820  4.69776  0.82752
H  -5.24717  5.38497  2.28955
H  -4.64182  6.30915  -1.09548
H  -2.91328  5.90229  -1.36319
H  -4.20025  4.67313  -1.17234
H  -4.03595  3.11302  3.51248
H  -4.21902  4.75471  4.23090
H  -3.01039  3.68731  4.70893
H  -4.29047  3.42267  0.89890
C  3.16277  4.08205  -1.41241
C  4.57571  3.63748  -0.90330
C  4.90885  4.84260  0.07286
C  6.17400  4.69294  0.94467
C  5.96611  3.40433  1.72024
C  5.59422  2.09378  0.86772
N  4.41507  2.39803  -0.10189
O  4.19554  1.34747  -0.87176
C  6.77216  1.50004  0.15421
C  5.00948  0.95997  1.89885
C  5.49958  3.58632  -2.17208
H  3.12199  5.13048  -1.70775
H  2.36109  4.22063  -0.68702
H  2.59531  3.40356  -2.04940
H  4.82533  5.78042  -0.47633
H  4.10789  5.15474  0.74303
H  6.30832  5.57819  1.56626
H  7.04722  4.57194  0.30362
H  5.28698  3.48096  2.56937
H  6.96829  3.09926  2.02136
H  6.60687  1.02903  -0.81477
H  7.54750  2.21027  -0.13306
H  7.20263  0.76878  0.83836
H  3.92618  1.07633  1.93072
H  5.19136  -0.03590  1.49478
H  5.42123  1.04506  2.90450
H  4.99062  3.11926  -3.01524
H  6.47413  3.10812  -2.07371
H  5.76637  4.56829  -2.56280
H  5.00654  1.36312  -1.38522

Max |F| ... 6.58 eV/A
Lowest unoccupied orbital energy ... -3.7605 eV
Kohn-Sham gap ... 0.0598 hartree

=====

ΔE to the lowest compared entry with this formula, charge and spin list, top to bottom, in eV: 0.000 8.406
E_HOMO list, top to bottom, in eV: -0.99 -5.39